{"formula": "C3H12N6O3Rb", "method": "ωB97M-V with the def2-TZVPD basis set", "symbols": ["Rb", "C", "O", "N", "N", "H", "H", "H", "H", "C", "O", "N", "N", "H", "H", "H", "H", "C", "O", "N", "N", "H", "H", "H", "H"], "coordinates": [[0.976, -1.053, 0.606], [-1.442, 1.145, 2.978], [-0.444, 0.557, 2.479], [-2.672, 0.845, 2.759], [-1.384, 2.075, 3.862], [-3.431, 1.074, 3.386], [-2.715, 0.036, 2.156], [-0.479, 2.244, 4.276], [-2.220, 2.541, 4.183], [3.735, -2.599, -1.616], [3.028, -2.750, -0.656], [3.897, -1.556, -2.273], [4.187, -3.577, -2.214], [3.473, -0.700, -1.944], [4.516, -1.600, -3.069], [3.852, -4.498, -1.969], [4.542, -3.436, -3.149], [-1.663, 1.198, -1.171], [-0.544, 0.764, -1.067], [-2.471, 0.885, -2.145], [-2.211, 2.114, -0.399], [-2.272, 0.010, -2.609], [-3.356, 1.333, -2.335], [-1.866, 2.288, 0.533], [-3.037, 2.659, -0.601]], "forces_ev_per_angstrom": [[0.4915, -0.3680, 0.1816], [3.9086, -1.2982, 0.1598], [-1.4085, 0.6990, -0.1870], [-4.0186, -2.4972, -3.2762], [1.9482, 3.0591, 2.5515], [0.1066, -0.2905, -0.1588], [-0.9409, -0.1514, 0.2724], [-0.2454, 0.4690, 0.1654], [0.5121, 0.0343, 0.2880], [-3.1559, -0.7984, 2.9493], [-2.4951, 0.8844, 4.1225], [0.9144, 7.9401, -2.9968], [3.7353, -8.0250, -4.1547], [0.6122, -0.0172, -0.3927], [-0.2797, 0.9553, 0.2044], [0.3843, 0.1301, 0.0263], [0.0856, -0.7693, 0.2523], [2.3221, -0.3765, -0.4851], [0.5288, -0.2826, 0.5666], [-2.0764, -1.6961, -2.2275], [-1.2373, 2.2417, 3.1500], [-0.0190, -0.1093, -0.5657], [-0.0793, 0.1672, -0.2320], [0.6093, -0.0358, 0.3093], [-0.2031, 0.1353, -0.5230]], "s_squared": 0.767, "homo_lumo_gap_ev": [8.45, 1.99], "homo_energy_ha": [-0.5453, -0.5452], "charge": 2, "multiplicity": 2}

=====

{"formula": "C32H37BF6N10O4S3Sn", "method": "ωB97M-V with the def2-TZVPD basis set", "symbols": ["Sn", "C", "C", "C", "C", "C", "C", "N", "N", "B", "N", "C", "C", "C", "N", "C", "C", "C", "N", "C", "C", "C", "N", "C", "C", "C", "H", "H", "H", "H", "H", "H", "H", "H", "H", "H", "H", "H", "H", "H", "H", "H", "H", "H", "H", "H", "H", "H", "H", "H", "H", "H", "H", "H", "N", "C", "C", "C", "C", "C", "C", "S", "N", "C", "C", "C", "C", "C", "C", "N", "H", "H", "H", "H", "H", "H", "H", "H", "H", "F", "C", "F", "F", "S", "O", "O", "N", "S", "O", "O", "C", "F", "F", "F"], "coordinates": [[-0.131, -0.112, -0.556], [-4.578, 0.340, -0.407], [-3.669, -0.756, -0.975], [-4.415, -1.644, -1.968], [-3.087, -1.580, 0.123], [-3.633, -2.666, 0.834], [-2.636, -3.049, 1.704], [-1.584, -2.236, 1.530], [-1.859, -1.338, 0.576], [-0.238, -2.297, 2.229], [0.104, -0.904, 2.819], [0.190, -0.630, 4.137], [0.749, 0.616, 4.287], [0.995, 1.060, 2.962], [0.563, 0.105, 2.103], [1.887, 2.180, 2.533], [1.432, 2.911, 1.271], [2.167, 3.170, 3.666], [0.899, -2.645, 1.252], [1.536, -3.825, 1.164], [2.678, -3.647, 0.419], [2.662, -2.266, 0.067], [1.560, -1.712, 0.566], [3.743, -1.479, -0.573], [3.459, 0.018, -0.550], [4.062, -1.992, -1.984], [-4.976, 0.950, -1.215], [-4.009, 0.973, 0.273], [-5.414, -0.099, 0.135], [-2.811, -0.272, -1.486], [-5.288, -2.101, -1.507], [-3.758, -2.431, -2.329], [-4.746, -1.056, -2.821], [-4.607, -3.099, 0.736], [-2.626, -3.841, 2.424], [-0.271, -3.090, 3.104], [-0.131, -1.333, 4.878], [0.982, 1.113, 5.203], [2.843, 1.694, 2.290], [0.619, 3.594, 1.504], [1.100, 2.205, 0.505], [2.258, 3.498, 0.880], [1.260, 3.668, 4.002], [2.857, 3.934, 3.315], [2.627, 2.670, 4.512], [1.167, -4.707, 1.650], [3.418, -4.376, 0.164], [4.649, -1.671, 0.026], [2.676, 0.267, -1.274], [4.358, 0.570, -0.817], [3.126, 0.323, 0.445], [3.173, -1.926, -2.610], [4.373, -3.033, -1.966], [4.857, -1.392, -2.417], [-2.011, 4.335, 1.339], [-1.831, 4.461, 2.706], [-1.891, 5.719, 3.299], [-1.730, 5.847, 4.667], [-1.485, 4.725, 5.456], [-1.402, 3.473, 4.874], [-1.584, 3.328, 3.503], [-1.512, 1.729, 2.754], [-1.805, 2.002, 1.195], [-2.014, 3.168, 0.660], [-2.284, 3.213, -0.782], [-3.106, 4.200, -1.323], [-3.359, 4.181, -2.687], [-2.767, 3.193, -3.453], [-1.968, 2.245, -2.821], [-1.736, 2.240, -1.519], [-2.173, 5.196, 0.828], [-2.058, 6.590, 2.683], [-1.802, 6.821, 5.123], [-1.349, 4.836, 6.520], [-1.200, 2.601, 5.471], [-3.590, 4.938, -0.702], [-4.006, 4.921, -3.130], [-2.926, 3.142, -4.517], [-1.513, 1.446, -3.385], [-1.667, -4.544, -2.441], [-0.835, -4.067, -3.363], [-1.532, -3.317, -4.208], [-0.303, -5.075, -4.028], [0.491, -3.040, -2.535], [-0.231, -2.305, -1.510], [1.469, -3.934, -2.039], [1.029, -2.059, -3.628], [0.347, -0.658, -3.630], [-1.056, -0.661, -3.365], [1.055, 0.293, -2.802], [0.604, -0.014, -5.355], [0.249, -0.894, -6.271], [1.868, 0.325, -5.530], [-0.149, 1.082, -5.494]], "forces_ev_per_angstrom": [[0.3716, -1.2260, 0.7555], [0.2693, -0.1617, -0.1385], [0.0389, 0.1490, -0.0807], [0.2687, 0.1498, -0.0712], [-0.2026, -0.3001, 0.2483], [0.2479, 0.3961, -0.1890], [-0.2598, 0.1786, -0.1603], [-0.1440, -0.3626, 0.5461], [0.4345, 0.6315, -0.4173], [0.1821, -0.6263, -1.0485], [0.3772, 0.8486, -0.1979], [0.3642, 0.6915, 0.7438], [-0.3770, -0.5106, 0.1594], [-0.2385, 0.9983, 0.6750], [-0.9424, -0.6139, -0.6019], [0.1966, 0.2509, -0.0373], [-0.0362, -0.4442, 0.0019], [0.0673, -0.2462, -0.1253], [-0.8218, -0.3674, 0.6406], [0.7784, -0.1051, -0.1649], [-0.2754, 0.9571, 0.1317], [-0.0655, -1.1709, 0.6980], [0.2011, 0.9875, -0.6764], [0.6538, -0.0514, -0.2857], [-0.1560, -0.1515, -0.0931], [-0.3199, 0.2262, 0.1513], [-0.0764, 0.1214, -0.0736], [-0.0745, 0.0930, 0.0956], [-0.0705, -0.0110, 0.0584], [-0.4032, -0.1721, 0.0226], [-0.0467, -0.0157, 0.0463], [-0.0180, -0.0924, -0.0773], [-0.0804, 0.0241, -0.0880], [-0.1482, -0.1115, -0.0891], [0.1206, -0.1466, 0.2003], [-0.1181, -0.1284, 0.3127], [-0.0629, -0.2699, 0.1195], [0.1473, 0.1155, 0.2416], [-0.0818, -0.0804, 0.0109], [-0.1517, 0.1737, 0.0115], [0.0994, 0.2091, -0.0470], [0.0108, 0.0435, -0.1110], [-0.1308, 0.0715, 0.0422], [0.0325, 0.0421, -0.0008], [0.0641, 0.0276, 0.1490], [-0.1262, -0.0976, 0.1632], [0.1266, -0.1426, -0.0427], [-0.2661, 0.1140, 0.0028], [0.2113, 0.0657, 0.0718], [-0.0103, 0.1036, -0.0322], [0.0874, 0.0888, 0.0235], [0.2176, 0.0667, -0.0961], [0.0507, -0.0916, 0.0136], [0.1026, 0.0180, -0.1213], [0.0375, -0.5234, 0.0986], [0.0081, -0.0288, -0.1136], [0.0174, 0.0610, 0.1665], [-0.0839, -0.0265, -0.5196], [0.1032, -0.6189, -0.0242], [-0.0490, 0.3024, 0.4413], [-0.0596, -0.9429, -0.6765], [0.6708, 1.1393, -0.4413], [0.2271, -1.2486, 1.5068], [-0.0802, 1.5059, -0.2844], [-0.2987, 0.2386, -0.7539], [0.1373, -0.1646, 0.1925], [0.1593, -0.1403, -0.0845], [-0.1203, 0.2162, 0.2640], [0.0173, 0.0088, -0.1076], [-0.1401, 0.1575, 0.3258], [0.0620, -0.1373, -0.1306], [-0.0671, 0.1092, -0.0572], [0.0356, 0.1265, 0.0302], [-0.0051, -0.0376, 0.0923], [0.0256, -0.1897, 0.2035], [-0.0826, 0.0925, 0.0620], [-0.0709, 0.0754, -0.0640], [-0.0199, -0.0292, -0.1633], [-0.0081, -0.0137, -0.0485], [0.1800, 0.0837, 0.1722], [-0.2694, -0.1353, -0.1599], [0.0306, 0.1660, -0.0110], [0.2568, 0.0926, 0.0998], [0.0437, -0.9548, 0.2389], [-0.7721, 0.5058, 0.7076], [0.1824, -0.4874, -0.6985], [0.0407, -0.0366, -0.6656], [0.6492, 0.3049, -0.8966], [-1.3866, 0.2528, -0.3044], [0.5353, 0.4985, 0.1127], [0.2001, -0.0651, -0.3998], [-0.0968, -0.1452, 0.1969], [0.0901, -0.1149, 0.1556], [-0.1172, -0.0423, 0.2680]], "homo_lumo_gap_ev": [3.44, 3.38], "homo_energy_ha": [-0.4768, -0.4765], "charge": 2, "multiplicity": 1}

=====

{"formula": "C3H3N3O", "method": "ωB97M-V with the def2-TZVPD basis set", "symbols": ["N", "C", "N", "N", "O", "C", "C", "H", "H", "H"], "coordinates": [[2.093, 0.114, 0.794], [1.200, -0.138, -0.010], [-0.418, 0.526, -1.731], [-1.228, 1.367, -1.332], [-1.569, -0.935, 2.048], [-1.762, -0.137, 1.267], [0.185, -0.423, -0.798], [3.032, 0.138, 0.391], [-1.433, 1.266, -0.325], [-0.047, -1.465, -0.994]], "forces_ev_per_angstrom": [[-0.5085, -0.0359, -0.4613], [0.0860, 0.1266, 0.0908], [-0.2258, 0.1865, -0.0039], [0.3386, -0.2868, -0.1540], [-0.1857, 0.7434, -0.7229], [-0.0508, -0.9346, 1.1526], [0.3153, -0.0116, 0.0747], [-0.0722, -0.0392, 0.0597], [0.2497, 0.1075, -0.0314], [0.0534, 0.1440, -0.0044]], "homo_lumo_gap_ev": 9.54, "homo_energy_ha": -0.3284, "multiplicity": 1}

=====

{"formula": "C4H8N2OS", "method": "ωB97M-V with the def2-TZVPD basis set", "symbols": ["C", "C", "C", "C", "H", "H", "H", "H", "H", "H", "H", "H", "N", "N", "O", "S"], "coordinates": [[1.555, -0.512, -1.237], [1.646, 0.472, -0.173], [0.846, -0.832, 0.104], [-1.693, 0.554, 1.302], [3.493, -0.502, -1.962], [3.365, -1.361, -0.706], [1.039, -0.382, -2.174], [2.713, 0.458, 0.189], [1.080, 1.563, -0.014], [1.438, -1.561, 0.760], [-0.942, -1.261, 2.077], [-2.042, 0.812, 2.353], [2.827, -1.123, -1.461], [-0.856, -0.451, 1.363], [-0.446, -0.895, 0.080], [-2.156, 1.395, -0.028]], "forces_ev_per_angstrom": [[0.3715, -0.4289, 0.2534], [-1.3193, 3.7937, 2.4496], [7.3178, -0.4344, -1.2948], [-1.7723, 1.8150, 1.3984], [-1.1117, -0.3222, 0.0154], [0.8089, -0.9415, 2.8084], [-0.6230, 0.0740, 0.1919], [-1.5133, 0.4013, 0.1687], [1.4171, -3.1414, -0.8597], [-1.1268, 0.6919, -0.8589], [0.1379, 1.9700, -1.6300], [0.1818, -0.2336, -1.2659], [0.3182, -0.0273, -3.7236], [0.2798, -2.8581, 0.3847], [-3.4581, -0.3311, 1.3932], [0.0916, -0.0274, 0.5693]], "homo_lumo_gap_ev": 8.96, "homo_energy_ha": -0.3100, "multiplicity": 1, "smiles": "N[C@@H]1C[C@H]1ONC=S"}

=====

{"formula": "C6H14O", "method": "ωB97M-V with the def2-TZVPD basis set", "symbols": ["C", "C", "C", "C", "C", "C", "H", "H", "H", "H", "H", "H", "H", "H", "H", "H", "H", "H", "H", "H", "O"], "coordinates": [[-1.372, 1.281, 2.487], [-1.501, 1.548, 0.963], [-1.365, 0.231, 0.185], [0.114, -0.097, -0.143], [0.859, 0.006, -2.540], [0.446, 0.630, -1.367], [-1.133, 2.194, 3.017], [-0.548, 0.575, 2.617], [-2.283, 0.796, 2.823], [-2.427, 2.054, 0.697], [-0.747, 2.280, 0.673], [-1.992, 0.300, -0.706], [-1.770, -0.560, 0.814], [0.404, -1.142, -0.223], [0.765, 0.359, 0.624], [0.941, -1.071, -2.626], [1.106, 0.587, -3.422], [0.324, 1.707, -1.304], [1.857, -3.623, -0.248], [2.408, -2.624, 0.771], [2.488, -2.938, -0.118]], "forces_ev_per_angstrom": [[0.1314, -0.1219, -1.3532], [0.2087, 0.0434, 0.5542], [-0.7346, 0.9798, 0.3282], [1.1724, 0.1485, -0.6217], [0.2258, 0.0169, -0.9187], [-0.4309, -0.2705, 1.2279], [-0.2309, 0.0300, 0.2991], [0.0413, 0.0476, 0.2797], [-0.0243, 0.1562, 0.3614], [-0.2616, -0.2045, 0.1949], [0.3208, -0.0577, -0.1630], [0.1957, -0.3525, -0.1447], [0.1292, -0.3170, -0.1813], [-0.3422, -0.1112, -0.0105], [-0.3323, -0.0604, 0.2504], [-0.0547, -0.0256, 0.2077], [0.0674, 0.0225, 0.0734], [-0.0049, 0.0489, -0.3811], [-0.7134, -0.9706, 0.0928], [-0.0738, -0.0101, 0.9063], [0.7109, 1.0082, -1.0018]], "s_squared": 0.753, "homo_lumo_gap_ev": [10.17, 6.15], "homo_energy_ha": [-0.5515, -0.5513], "charge": 1, "multiplicity": 2}

=====

{"formula": "C18H37O13Zn", "method": "ωB97M-V with the def2-TZVPD basis set", "symbols": ["Zn", "O", "H", "C", "O", "C", "O", "O", "C", "H", "H", "H", "H", "H", "H", "C", "O", "C", "O", "O", "C", "H", "H", "H", "H", "H", "H", "C", "O", "C", "O", "O", "C", "H", "H", "H", "H", "H", "H", "C", "C", "O", "C", "H", "H", "H", "H", "H", "H", "C", "C", "O", "C", "H", "H", "H", "H", "H", "H", "C", "C", "O", "C", "H", "H", "H", "H", "H", "H"], "coordinates": [[-0.537, 1.535, 2.250], [-0.192, -0.095, -0.414], [0.226, -0.567, -1.160], [-6.107, 1.844, 3.540], [-6.110, 1.366, 2.188], [-5.116, 0.549, 1.770], [-3.986, 0.472, 2.242], [-5.596, -0.147, 0.700], [-4.759, -1.048, 0.128], [-5.350, 2.627, 3.596], [-5.826, 1.038, 4.218], [-7.096, 2.206, 3.818], [-4.118, -1.379, 0.945], [-4.207, -0.502, -0.636], [-5.320, -1.848, -0.355], [-3.743, 6.586, 1.152], [-3.419, 6.335, -0.228], [-2.770, 5.255, -0.510], [-2.146, 4.480, 0.226], [-2.931, 5.116, -1.792], [-2.189, 4.156, -2.473], [-4.316, 7.508, 1.257], [-2.956, 6.612, 1.906], [-4.380, 5.819, 1.593], [-2.433, 4.148, -3.535], [-2.505, 3.134, -2.264], [-1.123, 4.296, -2.293], [4.237, 2.550, -0.738], [4.583, 3.556, 0.205], [3.915, 3.643, 1.354], [3.011, 2.852, 1.760], [4.419, 4.711, 1.999], [3.906, 5.062, 3.284], [3.373, 2.869, -1.322], [4.075, 1.558, -0.316], [5.082, 2.555, -1.427], [4.525, 5.853, 3.708], [3.914, 4.181, 3.926], [2.885, 5.444, 3.291], [2.722, -3.460, 3.676], [2.334, -2.148, 4.321], [1.275, -1.673, 3.956], [3.290, -1.495, 5.342], [2.078, -4.336, 3.762], [3.683, -3.746, 4.103], [3.003, -3.373, 2.627], [4.291, -1.347, 4.935], [3.434, -2.144, 6.206], [2.878, -0.531, 5.639], [1.026, -7.723, -1.905], [-0.414, -7.480, -1.564], [-1.205, -8.455, -1.387], [-0.878, -6.081, -1.273], [1.645, -6.830, -1.990], [1.100, -8.132, -2.912], [1.589, -8.362, -1.225], [-0.943, -6.121, -0.185], [-1.841, -6.020, -1.779], [-0.291, -5.235, -1.630], [1.587, -1.669, -4.994], [2.747, -2.100, -5.760], [3.788, -2.414, -5.171], [2.622, -2.194, -7.274], [1.761, -0.608, -4.811], [1.642, -2.084, -3.988], [0.574, -1.904, -5.318], [1.566, -2.133, -7.535], [2.980, -3.168, -7.606], [3.036, -1.370, -7.855]], "forces_ev_per_angstrom": [[0.3898, -0.7972, -1.2927], [-1.2336, 0.4514, 0.6027], [0.7756, 0.2761, 0.5521], [1.0345, -0.1380, 0.0362], [0.1315, -1.0493, -0.5082], [-0.3240, 0.2754, -0.1674], [-1.3441, 0.0838, -0.5244], [-1.8617, 2.7423, 2.5614], [1.8994, -0.9094, -0.6949], [-0.1916, 0.1491, 0.3028], [-0.0039, 0.0013, -0.0119], [0.1165, -0.0228, -0.4974], [0.4443, -0.6884, -0.6453], [0.5005, -0.3954, -0.1408], [-0.0666, 0.0767, 0.3118], [-0.6965, -0.1593, 1.2376], [-0.8039, 1.6725, 2.4250], [1.3096, -2.1970, 0.9093], [-0.9327, 1.2893, -0.6481], [-0.3656, 0.0824, -1.5738], [0.4436, -1.5503, -0.8256], [0.2795, 0.0323, -0.6638], [0.8566, 0.2107, -0.8385], [-0.2782, -0.3934, -0.6715], [0.1510, 1.0631, -0.0128], [0.1893, -0.0644, 0.9498], [-0.0635, -0.1675, -0.1277], [0.1004, 0.0329, -0.7773], [-0.4220, 0.0758, 0.9897], [-1.6718, -1.4569, 1.0210], [2.5392, 2.5468, -1.1522], [-0.6331, -0.4564, -0.4328], [-0.2812, -0.4290, 0.6665], [-0.2009, -0.0636, 0.2185], [0.0628, 0.2299, 0.2207], [-0.0385, -0.2788, 0.1253], [0.2354, -0.2690, -0.3178], [0.1407, 0.0731, 0.0821], [-0.0823, -0.0818, -0.5871], [2.0793, -0.5755, 0.4166], [-0.5259, -0.4112, -0.6682], [0.2833, 0.8238, 0.6048], [-0.7345, -0.1004, -0.6011], [-0.4836, 0.5320, 0.2430], [0.0640, -0.3428, 0.2634], [-0.5168, 0.5160, -0.1852], [-0.0676, -0.0531, -0.2988], [-0.2311, -0.0598, 0.0329], [0.0380, -0.1306, 0.0934], [0.9661, 0.3384, -0.7177], [-1.4981, -3.2438, 0.9618], [2.4921, 3.3136, -0.7831], [-0.5174, -0.4480, -0.6238], [-0.3628, 0.4210, 0.2396], [-0.1979, -0.4633, 0.0385], [-0.5632, -0.3502, 0.0643], [-0.4008, 0.6012, 0.0322], [-0.3364, 0.2058, 0.6206], [0.4261, -0.3737, 0.1637], [-1.0235, 0.3961, 1.9613], [2.6941, -1.4173, -0.3694], [-1.5853, 0.6113, -1.0828], [-0.9473, -0.0239, 0.0654], [-0.5279, 0.3552, -0.2791], [0.2983, -0.1950, 0.0531], [0.2660, 0.3489, -0.6683], [-0.1561, -0.2115, 0.0374], [0.3239, 0.2383, -0.0613], [0.6405, -0.0986, 0.3463]], "homo_lumo_gap_ev": 2.39, "homo_energy_ha": -0.4105, "charge": 1, "multiplicity": 1}

=====

The following maximum force values (in eV Å⁻¹) correspond, in order, to the records above: 9.8 2.0 1.5 7.4 1.6 4.2.